Density functional theory data (ωB97M-V/def2-TZVPD) for a cluster of 2 separate species, C4H6N2O in total.

- E: -9268.041 eV
- Max |F|: 0.49 eV/A

CARTESIAN COORDINATES (ANGSTROEM)
1 C 1.03 0.59 0.08
2 N -1.91 0.03 -0.52
3 C 0.29 -1.27 0.58
4 C -1.22 0.16 0.69
5 C 2.01 1.05 -0.66
6 N -0.02 0.76 0.80
7 O 0.11 -1.95 -0.38
8 H -1.33 -0.20 -1.31
9 H -2.70 -0.60 -0.46
10 H 0.74 -1.28 1.56
11 H -1.85 0.20 1.57
12 H 2.01 2.07 -1.03
13 H 2.84 0.42 -0.93

=====

Density functional theory data (ωB97M-V/def2-TZVPD) for the molecule C4H6N2O at a distorted geometry.

- E: -9271.500 eV
- Max |F|: 1.39 eV/A

CARTESIAN COORDINATES (ANGSTROEM)
1 O 0.54 -2.00 1.52
2 C 0.19 -1.23 0.65
3 N -1.08 -1.03 0.16
4 C -1.21 0.25 -0.54
5 C 0.32 0.64 -0.75
6 C 1.43 0.92 0.32
7 N 1.05 -0.40 -0.09
8 H -1.84 -1.51 0.62
9 H -1.87 0.92 0.03
10 H -1.68 0.09 -1.52
11 H 0.54 0.89 -1.78
12 H 2.52 1.02 0.17
13 H 1.10 1.46 1.21

=====

Density functional theory data (ωB97M-V/def2-TZVPD) for the molecule C4H6N2O at a distorted geometry.

- E: -9271.987 eV
- Max |F|: 6.08 eV/A

CARTESIAN COORDINATES (ANGSTROEM)
1 C 1.48 0.01 -0.15
2 C -0.79 -1.12 0.07
3 C -1.37 0.23 -0.07
4 C -0.53 1.23 -0.09
5 H 1.20 -1.93 0.10
6 H -1.03 -1.40 1.24
7 H -1.22 -1.94 -0.58
8 H -2.48 0.46 -0.29
9 H -0.89 2.25 -0.09
10 H 1.41 2.11 0.25
11 N 0.68 -1.03 -0.34
12 N 0.83 1.24 -0.08
13 O 2.71 -0.10 0.03

=====

Density functional theory data (ωB97M-V/def2-TZVPD) for the molecule C4H6N2O at a distorted geometry.

- E: -9269.074 eV
- Max |F|: 1.47 eV/A

CARTESIAN COORDINATES (ANGSTROEM)
1 C 0.64 1.70 -0.66
2 C -0.15 -1.37 1.88
3 O -0.51 -0.38 1.15
4 C -0.59 -0.30 -0.17
5 N -0.64 1.00 -0.66
6 C -0.35 -1.47 -0.92
7 N -0.22 -2.47 -1.50
8 H 0.56 2.64 -1.23
9 H 0.90 1.97 0.37
10 H 1.46 1.10 -1.09
11 H -0.17 -1.18 2.94
12 H 0.20 -2.29 1.42
13 H -1.14 1.07 -1.54

=====

- The highest E belongs to which entry?
  number 1